{"formula": "C28H38N4NiOP2", "method": "ωB97M-V/def2-TZVPD", "s_squared": 2.021, "lumo_energy_ev": [0.316, -0.787], "total_charge": 0, "e_homo_ev": [-6.575, -8.449], "energy_ev": -97275.953, "gap_ev": [6.8909, 7.6614], "largest_force_ev_per_a": 3.1, "spin_multiplicity": 3, "elements": ["Ni", "C", "C", "C", "C", "C", "C", "C", "C", "C", "H", "H", "H", "H", "H", "H", "H", "H", "H", "H", "H", "H", "H", "H", "H", "P", "P", "N", "N", "N", "N", "C", "C", "C", "C", "C", "C", "C", "C", "C", "C", "C", "C", "C", "C", "C", "C", "C", "C", "H", "H", "H", "H", "H", "H", "H", "H", "H", "H", "H", "H", "H", "H", "H", "H", "H", "H", "H", "H", "C", "O", "H", "H", "H"], "coordinates": [[0.09674, 0.16637, 0.13937], [4.73784, 1.08383, -7.45264], [5.20031, 1.23295, -6.20931], [5.64324, 2.51087, -5.56931], [5.11182, 3.82132, -6.20236], [3.61145, 3.94817, -6.22237], [2.75974, 3.51271, -7.14633], [3.10694, 2.81580, -8.43277], [4.49941, 2.13955, -8.49815], [-1.88154, 0.55417, 0.48360], [4.52366, 0.07465, -7.82824], [5.36891, 0.34226, -5.59412], [6.74637, 2.56522, -5.57540], [5.34678, 2.50275, -4.50833], [5.47199, 4.63818, -5.55494], [5.57830, 3.97671, -7.18228], [3.23109, 4.51821, -5.36380], [1.68990, 3.73453, -7.04533], [3.04671, 3.53131, -9.27220], [2.34681, 2.04567, -8.63867], [4.53136, 1.61302, -9.46740], [5.28299, 2.90572, -8.54135], [-2.49902, -0.34707, 0.35766], [-2.39797, 1.31963, -0.11277], [-1.97333, 0.90923, 1.52177], [0.25246, 2.10672, -0.74869], [2.04115, -0.20199, -0.67480], [-0.81006, 2.67959, -1.99031], [0.14264, 3.47283, 0.35481], [2.26537, -0.82735, -2.29027], [3.21474, -1.16049, 0.12072], [1.84913, 2.39150, -1.51281], [2.85463, 1.41052, -0.87900], [-1.70449, 1.85476, -2.67577], [-2.29265, 2.58909, -3.69664], [-1.72043, 3.91379, -3.66158], [-0.80916, 3.93703, -2.60985], [-0.98699, 3.70570, 1.15121], [-0.67038, 4.66588, 2.10393], [0.69783, 5.04165, 1.89166], [1.16875, 4.28725, 0.83546], [1.37279, -1.72665, -2.87163], [1.78114, -1.98704, -4.17406], [2.97102, -1.21311, -4.41149], [3.24580, -0.52821, -3.23953], [4.50686, -1.51194, -0.29489], [5.18455, -2.06214, 0.78446], [4.28738, -2.01517, 1.91272], [3.10352, -1.45725, 1.48073], [2.16871, 3.43623, -1.38083], [1.73737, 2.21141, -2.59843], [3.76434, 1.27184, -1.48615], [3.14874, 1.73756, 0.13831], [-1.84046, 0.82945, -2.37211], [-3.03597, 2.23140, -4.38859], [-1.95529, 4.72931, -4.32762], [-0.17098, 4.73369, -2.25043], [-1.91076, 3.17136, 0.97516], [-1.34365, 5.04893, 2.86408], [1.25766, 5.78259, 2.45740], [2.14947, 4.27632, 0.37341], [0.53463, -2.10757, -2.30219], [1.30353, -2.64241, -4.88399], [3.54663, -1.15608, -5.32858], [4.06804, 0.15029, -3.02517], [4.83531, -1.36218, -1.32069], [6.19700, -2.44641, 0.78095], [4.51564, -2.34773, 2.91737], [2.17188, -1.23528, 1.99969], [-1.56023, -1.57045, 2.41331], [-0.74550, -1.00997, 1.45314], [-1.83592, -2.62022, 2.18846], [-2.47394, -0.94778, 2.45042], [-1.07453, -1.59797, 3.40609]], "atomic_forces_ev_per_a": [[-0.409, -1.207, 0.738], [0.127, -0.329, 0.163], [0.169, -0.230, -0.423], [-0.068, 0.539, 0.106], [0.505, 0.200, 0.409], [-0.163, 0.247, 0.217], [-0.132, 0.277, -0.224], [0.246, -0.342, -0.122], [-0.215, 0.049, -0.714], [-3.025, 0.596, 0.073], [0.004, 0.246, 0.446], [-0.167, 0.177, -0.259], [-0.277, -0.115, 0.067], [0.067, -0.051, -0.186], [0.049, -0.209, -0.290], [-0.237, 0.086, 0.456], [-0.160, -0.374, -0.332], [0.397, -0.070, 0.198], [-0.088, -0.156, 0.269], [0.114, 0.211, 0.082], [0.076, 0.293, 0.222], [-0.243, -0.464, -0.030], [0.067, 0.380, 0.047], [0.435, 0.120, -0.366], [0.060, -0.174, -0.264], [-0.784, 2.055, -0.029], [1.026, -1.121, -1.027], [-0.318, -0.054, -0.432], [-0.303, 0.079, 0.478], [-0.364, 0.023, -0.397], [0.734, -0.104, 0.712], [1.088, 0.363, -0.420], [0.486, 0.231, 0.040], [-0.238, 0.967, -0.646], [0.942, 0.031, 0.911], [0.625, -0.851, 1.108], [-0.715, -0.428, -0.618], [0.714, 0.592, 0.451], [0.087, -0.618, -0.854], [-0.168, -0.499, -0.355], [-0.223, 0.176, 0.210], [0.526, -0.007, -0.928], [0.242, 0.601, 0.982], [-0.347, 0.111, 1.078], [-0.202, -0.199, -0.596], [0.241, -0.293, 0.704], [-1.101, 0.626, -0.377], [-0.175, 0.276, -0.578], [0.424, -0.191, 0.006], [-0.031, -0.370, -0.288], [0.038, -0.026, 0.442], [-0.303, 0.343, 0.419], [-0.095, -0.133, -0.445], [-0.024, 0.053, 0.031], [0.003, -0.053, 0.017], [0.054, 0.009, 0.106], [-0.142, -0.138, 0.020], [0.214, 0.103, 0.003], [0.155, -0.077, -0.251], [-0.114, -0.276, -0.238], [-0.254, 0.046, 0.228], [0.114, 0.104, -0.090], [-0.079, 0.003, 0.105], [-0.137, -0.025, 0.243], [-0.349, -0.249, -0.107], [-0.222, -0.102, 0.363], [-0.207, 0.071, -0.074], [-0.152, 0.033, -0.171], [0.315, -0.149, -0.147], [-0.019, -0.162, 0.205], [2.046, -0.909, 0.049], [-0.043, 0.435, -0.222], [0.085, -0.328, 0.290], [-0.180, 0.329, -0.197]], "mulliken_spin": [0.894, 0.000, 0.000, 0.000, 0.000, 0.000, 0.000, 0.000, 0.000, 0.494, 0.000, 0.000, 0.000, 0.000, 0.000, 0.000, 0.000, 0.000, 0.000, 0.000, 0.000, 0.000, -0.011, -0.008, -0.009, 0.079, 0.018, -0.007, 0.000, 0.006, 0.005, 0.015, 0.004, 0.001, -0.002, -0.001, 0.003, -0.012, 0.004, 0.003, 0.006, -0.001, 0.007, -0.002, 0.005, 0.005, 0.000, 0.000, -0.002, 0.000, -0.002, -0.005, -0.003, 0.004, 0.000, 0.000, 0.000, 0.000, 0.000, 0.000, 0.000, 0.003, 0.000, 0.000, 0.000, 0.000, 0.000, 0.000, -0.004, -0.008, 0.463, 0.007, 0.036, 0.016]}